Run one
C3H2N2O2 | ωB97M-V/def2-TZVPD

Gap between HOMO and LUMO in eV: 11.5
Structure (SMILES): [H]/N=C(/C#N)OC=O

Positions of all 9 atoms, in Å:
H: -2.02 -2.15 -0.11
N: -1.94 -1.16 0.12
C: -0.87 -0.49 0.06
C: -0.82 0.91 0.41
N: -0.23 1.91 0.53
O: 0.50 -0.74 -0.31
C: 1.52 0.33 -0.24
O: 1.87 0.91 -1.21
H: 1.99 0.48 0.75

=====

Run two
C3H2N2O2 | ωB97M-V/def2-TZVPD

Gap between HOMO and LUMO (spin up / spin down) in eV: 9.1 / 9.1

Positions of all 9 atoms, in Å:
O: 0.59 1.21 -1.59
C: 1.15 0.44 -0.87
C: 0.37 -1.02 -0.59
N: -0.77 -1.19 -0.24
C: -1.33 -0.36 0.74
N: -0.54 0.53 1.25
O: 0.69 0.48 0.86
H: 2.20 0.36 -0.61
H: -2.36 -0.44 1.05

=====

Which structure loses on stability? run two does.

=====

Run one
C3H2N2O2 | ωB97M-V/def2-TZVPD

Gap between HOMO and LUMO in eV: 8.3
Structure (SMILES): N=C=C=NOC=O

Positions of all 9 atoms, in Å:
N: 2.07 -1.12 0.95
C: 0.91 -1.13 0.57
C: -0.36 -1.29 0.35
N: -1.52 -1.02 -0.02
O: -1.63 0.17 -0.84
C: -0.87 1.26 -0.58
O: -0.01 1.40 0.25
H: 2.60 -0.32 0.60
H: -1.19 2.05 -1.27

=====

Run two
C3H2N2O2 | ωB97M-V/def2-TZVPD

Gap between HOMO and LUMO in eV: 10.9

Positions of all 9 atoms, in Å:
N: 0.91 -1.04 0.07
C: -0.24 -0.34 0.23
O: 0.06 0.86 0.73
C: -1.05 1.70 0.54
O: -0.95 2.88 0.58
C: 0.77 -1.93 -0.95
N: 0.58 -2.56 -1.90
H: 1.84 -0.67 0.27
H: -1.94 1.09 0.32

=====

Which structure loses on stability? run one does.

=====

Run one
C3H2N2O2 | ωB97M-V/def2-TZVPD

Gap between HOMO and LUMO (spin up / spin down) in eV: 7.9 / 7.4

Positions of all 9 atoms, in Å:
N: -0.24 -1.43 1.95
C: -0.08 -0.95 0.84
O: 0.21 1.05 0.25
C: 0.02 0.91 -1.09
O: 0.89 1.88 -1.16
C: 0.23 -1.21 -0.50
N: 0.40 -0.54 -1.50
H: -0.44 -0.77 2.69
H: -0.99 1.06 -1.48

=====

Run two
C3H2N2O2 | ωB97M-V/def2-TZVPD

Gap between HOMO and LUMO in eV: 9.2

Positions of all 9 atoms, in Å:
C: -0.74 -2.04 -0.24
C: 0.71 0.47 0.64
C: -1.66 0.79 0.15
N: -0.46 0.78 0.08
N: 1.73 0.44 -0.22
O: -0.92 -2.42 0.81
O: -2.81 0.88 0.02
H: 2.73 0.49 0.04
H: 1.43 0.60 -1.27

=====

Which structure loses on stability? run one does.

=====

Run one
C3H2N2O2 | ωB97M-V/def2-TZVPD

Gap between HOMO and LUMO in eV: 9.5
Structure (SMILES): O=CC(=O)N1C=N1

Positions of all 9 atoms, in Å:
O: 1.65 1.57 -1.24
C: 1.02 1.38 -0.23
C: -0.27 0.54 -0.26
O: -1.15 0.70 -1.06
N: -0.28 -0.41 0.81
C: -0.58 -1.73 0.42
N: -1.66 -1.26 0.78
H: 1.31 1.79 0.76
H: -0.05 -2.58 0.02

=====

Run two
C3H2N2O2 | ωB97M-V/def2-TZVPD

Gap between HOMO and LUMO in eV: 10.0

Positions of all 9 atoms, in Å:
C: -0.26 1.43 0.53
C: -0.12 0.17 -0.14
C: 0.07 -1.13 0.32
H: 0.15 1.70 1.80
H: -0.19 -1.48 1.41
N: 0.24 -1.97 -0.54
N: 0.19 0.08 -1.41
O: -0.51 2.36 -0.29
O: 0.44 -1.16 -1.69

=====

Run three
C3H2N2O2 | ωB97M-V/def2-TZVPD

Gap between HOMO and LUMO in eV: 8.5

Positions of all 9 atoms, in Å:
O: 0.77 2.47 -1.29
C: 0.98 1.53 -0.57
C: -0.08 0.43 -0.32
N: 0.44 -0.55 0.55
C: -0.50 -1.41 0.70
N: -1.61 -1.92 0.54
O: -1.19 0.42 -0.80
H: 1.93 1.35 -0.03
H: -0.48 -2.42 1.36

=====

Which structure loses on stability? run two does.

=====

Run one
C5H6N | ωB97M-V/def2-TZVPD

Gap between HOMO and LUMO (spin up / spin down) in eV: 7.2 / 7.5
Multiplicity: 3
Net charge: +1

Positions of all 12 atoms, in Å:
C: -1.12 -0.01 -0.02
C: 0.29 -0.34 0.10
C: -1.91 1.05 -0.04
C: 2.59 0.47 -0.08
C: -0.69 -1.41 -0.10
N: 1.46 0.05 -0.01
H: -2.94 1.12 -0.31
H: -1.44 1.97 0.34
H: 3.31 0.50 0.66
H: 2.79 0.73 -1.19
H: -0.92 -2.12 0.80
H: -0.56 -1.90 -1.03

=====

Run two
C5H6N | ωB97M-V/def2-TZVPD

Gap between HOMO and LUMO (spin up / spin down) in eV: 8.7 / 6.4
Multiplicity: 3
Net charge: +1

Positions of all 12 atoms, in Å:
C: 0.88 -0.05 0.23
C: -0.28 -0.01 0.39
C: -2.45 -0.31 -0.65
C: -2.76 0.65 0.16
C: 2.25 0.00 -0.18
N: -1.68 -0.20 0.59
H: -2.37 -0.95 -1.41
H: -3.22 1.54 0.68
H: 2.81 -0.50 0.62
H: 2.44 -0.48 -1.16
H: 2.44 1.02 -0.09
H: -1.68 -0.94 1.34

=====

Which structure loses on stability? run two does.

=====

Run one
C5H7BrN2 | ωB97M-V/def2-TZVPD

Gap between HOMO and LUMO (spin up / spin down) in eV: 7.2 / 6.9

Positions of all 15 atoms, in Å:
C: 2.40 2.00 0.08
C: -0.02 1.34 0.23
C: 2.84 0.78 -0.28
C: -1.25 -2.04 -0.19
C: -1.50 -0.45 -0.25
N: 1.04 2.20 0.20
N: -0.37 0.38 -0.57
Br: 2.40 -0.77 0.45
H: 3.06 2.83 -0.04
H: -0.48 1.60 1.13
H: -0.89 -2.24 0.73
H: -0.83 -2.63 -1.04
H: -2.22 -2.42 -0.02
H: -1.92 -0.17 0.69
H: -2.24 -0.41 -1.11

=====

Run two
C5H7BrN2 | ωB97M-V/def2-TZVPD

Gap between HOMO and LUMO (spin up / spin down) in eV: 7.8 / 8.0

Positions of all 15 atoms, in Å:
C: -1.00 -1.59 -0.06
C: 1.41 -0.65 0.32
C: -1.72 -0.48 0.12
C: 0.50 -1.81 0.14
C: -0.31 2.39 -0.18
N: 1.22 0.66 0.29
N: 0.04 1.24 0.54
Br: -3.49 0.00 -0.08
H: -1.36 -2.51 -0.47
H: 2.38 -1.04 0.40
H: 0.86 -2.44 0.91
H: 0.81 -2.42 -0.88
H: 0.08 3.34 0.24
H: -0.04 2.42 -1.18
H: -1.46 2.41 -0.26

=====

Which structure loses on stability? run two does.

=====

Run one
C4H4ClNOS | ωB97M-V/def2-TZVPD

Gap between HOMO and LUMO in eV: 10.0
Structure (SMILES): Sc1cnoc1CCl

Positions of all 12 atoms, in Å:
S: 1.41 -2.00 -0.44
C: 0.73 -0.29 -0.28
C: 1.71 0.94 -0.39
N: 1.01 2.00 -0.36
O: -0.44 1.64 -0.41
C: -0.51 0.34 -0.13
C: -1.81 -0.27 0.43
Cl: -3.21 -0.57 -0.61
H: 2.17 -2.09 0.72
H: 2.69 1.07 -0.76
H: -2.07 0.41 1.16
H: -1.67 -1.18 1.05

=====

Run two
C4H4ClNOS | ωB97M-V/def2-TZVPD

Gap between HOMO and LUMO in eV: 7.2

Positions of all 12 atoms, in Å:
C: 0.46 1.50 0.02
C: 0.09 0.23 0.01
C: 1.10 -0.77 -0.17
C: -2.40 -0.63 0.05
N: 2.34 -0.15 -0.05
O: 0.98 -1.96 -0.31
S: 2.24 1.56 -0.07
Cl: -3.15 0.87 -0.18
H: -0.19 2.32 0.18
H: -2.60 -1.11 0.94
H: -2.10 -1.32 -0.70
H: 3.22 -0.54 0.29

=====

Which structure loses on stability? run two does.